The following is a quantum chemistry calculation of one molecule with the formula C5H8O in a non-equilibrium geometry, from the Open Molecules 2025 dataset.

XYZ file:
```
14
Properties=species:S:1:pos:R:3:forces:R:3
O -1.447077 1.755805 0.343663 0.0 -0.1 -0.3
C -0.706011 0.680624 0.181027 0.3 0.1 -0.7
C -1.075533 -0.645227 -0.468983 -0.2 0.3 0.1
C 0.153847 -1.501858 -0.447721 0.1 -0.2 0.0
C 1.302650 -0.485141 -0.375845 0.0 -0.1 0.2
C 0.695652 0.590885 0.509950 -0.4 0.2 0.3
H -0.893598 2.555370 0.331249 -0.2 -0.2 0.2
H 0.079507 0.061956 1.366977 1.1 -0.4 0.4
H -1.326231 -0.268576 -1.485536 0.0 -0.1 0.0
H -1.982295 -1.105095 -0.063970 0.1 0.2 -0.1
H 0.175052 -2.122032 0.463849 -0.1 0.0 -0.2
H 1.547035 -0.045961 -1.366169 -0.2 0.0 0.3
H 2.241890 -0.882520 0.022416 -0.3 0.0 0.0
H 1.235117 1.411775 0.989094 -0.2 0.2 -0.3
```
Positions in Å, forces in eV/Å.

Calculated values
**Calculated total energy**: -7356.8729 eV
**Net charge**: 0
**Frontier orbital gap (alpha / beta)**: 5.63 / 5.63 eV
**Lowest unoccupied orbital energy (alpha / beta)**: 0.0 / 0.0 eV